Model i:
# C6H10ClNO

2 unconnected molecules or ions with the total composition C6H10ClNO (the ωB97M-V functional and the def2-TZVPD basis, the OMol25 dataset).

HOMO level = -10.136 eV
net charge = 0
gap between HOMO and LUMO = 10.99 eV

Last column: natural (NBO) charge in e.
Element x y z (Å)
1 H 1.09 -1.59 1.46  0.212
2 H 3.04 -0.78 0.21  0.240
3 H -3.35 2.63 0.95  0.222
4 N 0.34 1.06 -0.24  -0.148
5 C 0.88 -0.07 0.13  0.173
6 C 0.34 -1.36 0.71  -0.437
7 H -0.51 -2.25 -1.01  0.216
8 H -0.57 -0.99 1.23  0.235
9 H 1.08 -2.93 -0.67  0.211
10 H -0.32 -3.43 0.39  0.221
11 C 0.23 -2.58 -0.21  -0.601
12 Cl -4.01 0.69 -0.29  -0.111
13 H -1.86 1.68 0.04  0.267
14 C 2.53 1.23 -0.53  0.119
15 H 3.31 1.88 -0.84  0.214
16 O 1.30 1.88 -0.74  -0.281
17 C 2.33 0.08 0.11  -0.364
18 C -2.91 2.07 0.13  -0.597
19 H -2.93 2.77 -0.81  0.208



Model ii:
# C6H10ClNO

2 unconnected molecules or ions with the total composition C6H10ClNO (the ωB97M-V functional and the def2-TZVPD basis, the OMol25 dataset).

HOMO level = -7.452 eV
net charge = 0
gap between HOMO and LUMO = 8.37 eV

Last column: natural (NBO) charge in e.
Element x y z (Å)
1 H 0.83 -1.96 1.00  0.186
2 H -2.24 -1.14 0.37  0.224
3 H 0.60 0.85 1.78  0.384
4 H -1.40 0.96 -1.22  0.211
5 C -0.82 0.15 -0.57  -0.439
6 C 2.31 1.92 -0.58  0.153
7 C 1.43 1.11 -1.21  -0.343
8 N 0.80 1.39 0.95  -0.347
9 C 1.31 -1.44 0.25  -0.532
10 H 1.32 0.93 -2.23  0.232
11 H -2.33 0.67 0.91  0.227
12 H -0.53 -0.57 -1.33  0.221
13 H -1.02 -0.53 1.56  0.201
14 C -1.64 -0.26 0.72  -0.627
15 Cl 3.04 -1.30 0.17  -0.049
16 H 1.03 -1.89 -0.66  0.174
17 H 3.19 2.60 -0.73  0.231
18 O 2.09 1.95 0.78  -0.331
19 C 0.54 0.56 -0.12  0.225



model i comes first in stability; the runner-up is 58.5 kcal/mol higher.